Entry 1:
ORCA calculation (ωB97M-V/def2-TZVPD) on 2 unconnected molecules or ions with the total composition C2H4Cl4.

```
10
Properties=species:S:1:pos:R:3:forces:R:3
Cl 1.050 -1.076 -1.224 -0.134 -0.151 -0.138
C 2.228 -0.092 -0.362 0.144 -0.137 -0.134
Cl 1.483 0.851 0.921 -0.017 0.199 0.220
H 2.959 -0.756 0.081 0.040 0.037 0.010
H 2.679 0.582 -1.078 0.050 0.061 0.046
Cl -2.628 -0.228 -1.226 -0.019 -0.023 -0.100
C -1.937 0.136 0.359 0.092 -0.084 -0.111
Cl -3.141 0.028 1.639 -0.109 0.051 0.174
H -1.157 -0.587 0.564 -0.016 0.022 -0.023
H -1.536 1.141 0.326 -0.030 0.024 0.057
```
Forces are in eV/Å.

Properties
highest occupied orbital energy	-10.816	eV
electronic energy	-1919.364427	Eh
energy above the lowest of the compared OMol25 structures with the same formula, charge and spin	1.6	kJ/mol
F_max	0.30	eV/Å
frontier orbital gap	11.49	eV
spin multiplicity	1


Entry 2:
ORCA calculation (ωB97M-V/def2-TZVPD) on a molecular structure, C2H6CaO2 in a non-equilibrium geometry.

```
11
Properties=species:S:1:pos:R:3:forces:R:3
C -1.419 0.381 0.154 -0.218 0.061 -0.084
C -0.205 -0.164 -0.552 -0.957 -0.276 -0.510
O 0.954 0.259 0.240 -0.728 3.316 -1.711
H -2.273 0.258 -0.525 0.098 0.066 0.237
H -1.627 -0.171 1.078 0.027 0.139 -0.189
H -1.302 1.450 0.375 -0.111 -0.238 -0.097
H -0.075 0.255 -1.555 0.018 -0.107 0.122
H -0.193 -1.260 -0.581 0.063 0.230 -0.056
H 1.073 -0.544 1.390 2.936 -1.973 -1.344
Ca 3.240 0.361 -0.560 0.052 0.264 -0.055
O 1.828 -0.826 0.538 -1.179 -1.481 3.687
```
Forces are in eV/Å.

Properties
highest occupied orbital energy	-20.049	eV
electronic energy	-907.100365	Eh
energy above the lowest of the compared OMol25 structures with the same formula, charge and spin	85.9	kJ/mol
charge	+2
F_max	4.14	eV/Å
frontier orbital gap	9.83	eV
spin multiplicity	1


Entry 3:
ORCA calculation (ωB97M-V/def2-TZVPD) on 5 unconnected molecules or ions with the total composition C34H71BBrF3NO17Si in a non-equilibrium geometry.

```
129
Properties=species:S:1:pos:R:3:forces:R:3
C -7.616 1.881 -2.771 0.736 0.074 -0.741
C -7.039 1.146 -1.590 0.479 0.460 -1.463
O -7.723 0.780 -0.724 -1.667 -0.855 2.400
O -5.684 0.861 -1.544 0.745 0.682 -0.981
C -5.018 1.651 -0.564 -0.539 -0.179 0.518
C -3.508 1.660 -0.792 -0.693 -0.825 -0.448
C -3.011 1.923 -2.246 -0.632 0.383 0.421
O -2.488 0.849 -2.950 -0.292 0.276 0.893
B -3.419 -0.028 -3.547 -0.043 -1.110 -0.467
O -4.601 0.339 -4.137 0.972 0.787 -0.621
O -3.074 -1.345 -3.593 -0.442 0.072 0.911
N -1.952 2.994 -2.007 0.796 1.519 -1.993
C -0.608 2.809 -2.622 1.339 -0.360 0.180
C 0.244 1.783 -1.874 1.555 2.663 -0.940
O -0.096 0.751 -1.521 -1.512 -3.186 1.134
Br 2.105 2.302 -1.513 -0.287 0.274 -0.334
C -2.068 3.677 -0.650 -0.916 0.483 1.048
C -0.784 4.276 -0.053 0.370 -0.490 -0.142
Si -3.083 5.309 -1.023 -1.002 1.413 0.798
C -2.126 6.465 -2.191 0.128 -0.871 -0.179
C -3.391 6.333 0.557 0.169 -0.769 -0.476
C -4.793 4.988 -1.784 0.393 0.146 -0.123
C -2.782 2.595 0.245 0.853 -1.417 -0.252
C -1.698 1.797 1.049 -0.389 0.233 -0.211
O -2.132 0.463 1.292 0.342 0.063 -0.493
C -1.221 -0.216 2.064 -0.591 -2.164 -0.797
C -0.998 -1.681 1.715 -0.926 0.767 -0.477
O -0.627 0.291 2.935 1.206 1.664 1.610
C -3.654 3.208 1.347 -0.171 0.779 -0.446
O -4.083 2.228 2.286 0.172 0.365 -0.955
C -4.336 2.718 3.524 -0.139 -1.736 -0.098
F -3.270 2.572 4.280 1.083 0.601 0.604
F -4.750 3.956 3.530 -0.018 1.567 -0.091
F -5.276 1.982 4.054 -1.026 -0.757 0.424
H -8.469 2.487 -2.474 0.068 -0.103 0.223
H -6.883 2.503 -3.293 -0.035 -0.074 0.102
H -7.979 1.148 -3.498 0.090 -0.024 0.111
H -5.487 2.641 -0.519 0.232 -0.005 -0.167
H -5.192 1.184 0.412 0.095 0.208 -0.038
H -3.273 0.591 -0.696 0.490 0.327 0.609
H -3.716 2.394 -2.939 -0.387 0.173 0.645
H -4.420 1.047 -4.776 -0.545 -0.004 0.152
H -2.874 -1.684 -2.708 0.492 -0.122 -0.365
H -2.311 3.733 -2.619 0.215 -0.146 -0.187
H -0.682 2.476 -3.662 -0.352 -0.218 0.193
H -0.045 3.741 -2.667 -0.437 0.188 0.316
H -0.381 5.118 -0.623 -0.136 -0.119 -0.065
H -1.032 4.669 0.935 -0.034 -0.079 -0.061
H 0.033 3.565 0.096 -0.101 0.052 -0.045
H -1.471 5.928 -2.894 0.062 0.269 0.075
H -2.833 7.023 -2.811 -0.032 -0.045 0.158
H -1.533 7.182 -1.620 0.074 -0.151 -0.074
H -3.463 7.388 0.283 -0.057 -0.080 0.025
H -4.344 5.995 0.973 0.126 0.255 0.197
H -2.602 6.221 1.304 -0.133 0.140 0.015
H -4.894 5.658 -2.645 -0.030 -0.239 -0.044
H -5.005 3.963 -2.091 -0.124 0.161 -0.065
H -5.559 5.321 -1.077 0.060 -0.260 0.030
H -0.746 1.726 0.519 -0.144 0.122 0.092
H -1.545 2.344 1.983 0.232 -0.263 0.030
H -1.560 -1.908 0.806 0.249 -0.291 0.064
H -1.347 -2.313 2.530 0.069 0.060 0.016
H 0.076 -1.816 1.583 -0.083 -0.152 -0.027
H -4.540 3.733 0.972 0.144 -0.064 -0.107
H -3.031 3.964 1.839 -0.085 -0.126 0.055
C 4.555 -1.151 -0.044 0.069 0.025 -0.072
O 4.704 -2.496 -0.448 -0.191 0.096 0.130
C 4.327 -3.412 0.577 0.144 -0.159 -0.327
C 2.951 -3.987 0.325 -0.112 -0.014 0.452
O 1.936 -2.989 0.444 0.040 0.084 -0.243
C 1.470 -2.528 -0.811 -0.015 -0.017 0.070
H 4.657 -0.520 -0.928 0.059 -0.059 -0.022
H 3.574 -0.971 0.404 0.019 0.014 0.045
H 5.339 -0.880 0.672 -0.060 0.074 0.045
H 4.373 -2.938 1.561 -0.050 -0.024 0.010
H 5.056 -4.227 0.562 -0.032 -0.018 0.054
H 2.742 -4.745 1.084 0.055 -0.001 -0.001
H 2.904 -4.470 -0.656 0.033 0.079 -0.029
H 0.846 -3.292 -1.288 0.025 0.015 -0.098
H 2.296 -2.264 -1.477 -0.006 -0.027 -0.009
H 0.862 -1.638 -0.640 0.014 -0.033 0.029
C 4.763 -7.175 6.006 0.072 -0.023 0.071
O 5.981 -6.482 5.793 -0.202 -0.005 -0.128
C 6.349 -6.421 4.423 0.269 0.159 0.288
C 6.035 -5.066 3.825 -0.188 -0.119 -0.357
O 4.633 -4.836 3.752 0.033 -0.013 0.144
C 4.168 -3.976 4.781 -0.105 0.116 -0.095
H 4.452 -6.998 7.035 0.079 0.006 0.005
H 3.974 -6.824 5.337 0.015 -0.009 -0.024
H 4.911 -8.251 5.865 -0.086 -0.012 -0.029
H 5.862 -7.218 3.852 -0.050 0.041 -0.019
H 7.431 -6.583 4.374 -0.006 -0.009 -0.051
H 6.416 -5.037 2.798 0.067 -0.010 0.021
H 6.528 -4.267 4.388 -0.016 -0.042 0.067
H 4.484 -2.948 4.581 0.030 0.019 0.156
H 4.535 -4.285 5.763 0.039 0.015 -0.016
H 3.079 -4.014 4.789 0.017 -0.060 -0.089
C 6.884 -0.822 4.065 -0.068 -0.097 0.002
O 6.234 -1.153 5.281 0.172 0.168 -0.112
C 7.057 -0.930 6.421 -0.374 -0.183 0.130
C 6.680 0.352 7.133 0.385 0.173 0.028
O 6.975 1.495 6.340 -0.188 -0.091 -0.121
C 5.828 2.046 5.719 0.059 0.050 0.033
H 6.134 -0.821 3.274 -0.034 -0.052 0.046
H 7.348 0.166 4.110 0.021 -0.012 0.016
H 7.645 -1.572 3.827 0.058 0.065 -0.051
H 8.114 -0.922 6.142 -0.006 0.069 -0.012
H 6.894 -1.770 7.103 0.038 0.006 0.012
H 7.277 0.436 8.046 -0.025 -0.049 0.016
H 5.625 0.342 7.420 -0.011 -0.055 -0.059
H 5.205 2.560 6.459 -0.079 -0.021 -0.042
H 5.234 1.280 5.212 -0.015 -0.007 0.029
H 6.163 2.774 4.980 0.066 0.003 0.055
C -2.021 -3.294 -9.689 -0.040 -0.109 -0.017
O -2.641 -3.753 -8.498 0.122 0.224 -0.034
C -1.880 -3.471 -7.333 -0.376 -0.203 -0.018
C -2.435 -2.279 -6.583 0.415 0.113 -0.013
O -2.277 -1.070 -7.325 -0.205 0.016 -0.003
C -3.475 -0.654 -7.955 0.104 0.056 -0.015
H -2.751 -3.362 -10.494 -0.023 -0.061 0.049
H -1.691 -2.256 -9.600 0.026 -0.009 0.020
H -1.165 -3.930 -9.937 0.044 0.072 -0.040
H -0.826 -3.314 -7.584 -0.008 0.064 0.001
H -1.945 -4.352 -6.687 0.040 0.023 0.033
H -1.875 -2.153 -5.654 -0.023 -0.073 0.012
H -3.485 -2.436 -6.323 0.003 -0.043 -0.041
H -4.180 -0.261 -7.211 -0.105 -0.066 -0.044
H -3.948 -1.470 -8.504 -0.032 0.001 0.040
H -3.229 0.142 -8.657 0.058 -0.002 0.041
```
Forces are in eV/Å.

Properties
highest occupied orbital energy	-10.336	eV
electronic energy	-5859.607828	Eh
energy above the lowest of the compared OMol25 structures with the same formula, charge and spin	0.0	kJ/mol
charge	+1
F_max	3.70	eV/Å
frontier orbital gap	7.10	eV
spin multiplicity	1